# 1
48
Properties=species:S:1:pos:R:3:forces:R:3 method="wB97M-V/def2-TZVPD" spin_multiplicity=5 s2=6.010 charge=+2 e_lumo_ev="-6.217 / -10.107" molar_mass_g_mol=461.26 orbital_gap_ev="8.45 / 5.99" e_above_lowest_kj_mol=0.0 total_energy_ha=-2094.558918
Rh -0.561172 -0.584511 0.024322 -1.5 -0.5 -2.1
P 0.648085 -0.799440 1.805204 4.1 1.0 2.5
C 2.218258 0.115270 1.355191 0.3 -1.5 1.1
C 2.362508 0.367265 -0.080570 0.1 0.6 -0.8
N 1.215244 0.309025 -0.813482 0.9 -0.3 0.6
C 1.210143 0.667872 -2.092466 0.4 1.0 -0.4
C 2.380747 1.071507 -2.721155 0.0 -0.1 0.2
C 3.588649 1.116671 -2.021680 -0.9 -0.3 1.3
C 3.552810 0.808917 -0.641268 0.2 -0.4 -0.7
C -0.137522 0.776870 -2.766150 0.1 -0.6 -0.4
P -1.484263 1.014237 -1.580372 0.2 0.4 -0.2
H 4.445057 0.851748 -0.004857 -0.4 0.1 -0.4
H 2.305896 1.377104 -3.743153 0.2 0.1 -0.5
H 4.509599 1.424272 -2.491327 0.0 0.1 -0.1
H -0.150211 1.651757 -3.423069 0.1 -0.3 -0.3
H -0.359477 -0.158479 -3.315867 0.1 0.5 -0.1
H 2.031674 1.007687 1.849723 -0.4 2.4 0.5
H 3.167463 -0.139136 1.898046 -0.8 -0.7 -0.7
H 0.764013 2.652534 1.877557 -0.2 0.2 -0.3
O 1.602146 3.130915 1.904341 -1.5 0.1 -4.4
H 1.880574 3.036387 2.743563 1.8 -0.1 4.7
H -1.014452 1.520196 0.575762 -1.2 1.7 0.7
O -0.909241 2.054694 1.392305 1.7 -0.8 1.0
H -1.427960 2.760179 1.804467 -0.8 -0.4 -1.2
C -1.675713 2.793498 -1.373697 -0.1 0.3 0.2
H -1.663640 3.262935 -2.366728 -0.1 -0.1 0.2
H -2.640418 2.973884 -0.887403 0.1 0.1 -0.1
H -0.884819 3.220032 -0.740155 -0.2 -0.1 -0.4
C -3.007343 0.307655 -2.166862 0.1 0.0 -0.1
H -3.726214 0.333384 -1.344096 -0.1 0.0 -0.2
H -3.316812 0.947312 -2.997514 -0.3 -0.2 -0.1
H -2.835802 -0.727138 -2.478059 -0.2 0.1 0.0
C 1.238248 -2.464446 1.957552 -0.8 -0.4 0.0
H 2.216779 -2.539535 2.428533 -0.1 0.1 0.0
H 0.461353 -2.909977 2.571394 0.1 -0.8 0.1
H 1.213753 -2.876102 0.949171 0.2 -0.4 0.2
C 0.043421 -0.191588 3.382471 -0.1 -0.2 -0.1
H -0.685021 -0.964615 3.638982 -0.2 0.2 0.4
H 0.817384 -0.127757 4.157697 -0.2 0.0 -0.2
H -0.464992 0.764766 3.211170 0.2 -0.4 0.3
C -2.232116 -4.219050 0.584332 0.4 -0.1 0.3
S -2.009992 -2.797884 -0.450658 -4.8 -2.6 -2.8
O -2.876188 -3.019612 -1.669378 2.8 1.2 3.5
O -2.398928 -1.614573 0.417694 0.2 -0.6 -0.8
O -0.554030 -2.650913 -0.762528 0.4 1.2 0.2
H -3.284395 -4.485246 0.597985 -0.1 0.2 -0.2
H -1.916737 -3.984952 1.599552 0.1 0.1 0.0
H -1.656346 -5.063617 0.205479 0.0 0.2 -0.2

=====

# 2
45
Properties=species:S:1:pos:R:3:forces:R:3 method="wB97M-V/def2-TZVPD" spin_multiplicity=3 s2=2.075 charge=+1 e_lumo_ev="-3.109 / -3.760" molar_mass_g_mol=353.34 orbital_gap_ev="7.09 / 7.28" total_energy_ha=-840.073146
C -0.567300 0.879094 -2.807442 0.5 -0.8 0.9
C -0.104438 2.317704 -2.906055 0.0 0.2 0.1
C 0.108418 0.035768 -3.892921 0.0 -0.1 0.0
C -2.072110 0.842173 -3.023116 -0.2 0.1 0.2
H -0.480971 0.128195 -4.821314 0.2 0.0 0.2
H 0.162584 -1.033151 -3.649043 0.0 0.2 -0.1
H 1.121656 0.383304 -4.119739 -0.1 -0.1 0.1
H -0.202221 2.637349 -3.954610 0.0 0.0 0.1
H 0.936020 2.473285 -2.616604 -0.1 0.0 -0.1
H -0.733831 2.976039 -2.302482 0.1 0.0 0.0
H -2.314110 1.564016 -3.818234 0.0 -0.2 0.1
H -2.637264 1.132222 -2.133253 0.0 0.1 -0.2
H -2.425814 -0.135853 -3.361815 0.0 0.1 0.1
C 2.197957 -0.488000 0.585178 -0.2 0.5 0.2
C 2.419241 -0.667354 -0.806653 -0.3 0.4 -0.3
C 2.287664 0.609814 -1.427443 -0.5 -0.4 -0.2
H 2.696774 -1.604261 -1.298747 -0.2 0.5 0.2
C 1.975539 1.582527 -0.429313 -0.2 -0.3 0.5
C 1.965616 0.911456 0.821542 0.7 0.2 -0.5
H 1.768966 1.381704 1.789838 0.4 -0.2 -0.8
H 2.230842 -1.274758 1.350325 0.0 0.5 -0.5
H 2.497894 0.825231 -2.474544 -0.3 -0.2 0.4
H 1.850707 2.661236 -0.578175 0.0 -0.6 0.0
C -1.771869 -1.328821 0.746047 -0.3 -0.5 -0.3
C -0.586822 -2.138081 0.709381 -0.4 0.1 0.0
C -0.330060 -2.492733 -0.638475 -0.3 0.3 -0.3
H 0.023132 -2.427763 1.574026 -0.4 0.1 -0.6
C -1.351222 -1.897639 -1.437744 0.4 0.3 -0.2
C -2.233679 -1.160149 -0.583303 0.4 0.1 0.2
H -3.133955 -0.615126 -0.882642 0.5 -0.3 0.1
H -2.222659 -0.885006 1.644011 0.2 -0.4 -0.8
H 0.471549 -3.153319 -0.986943 -0.4 0.4 0.1
H -1.496408 -2.070842 -2.504617 0.2 0.3 0.4
Mo 0.049995 -0.086453 -0.508314 1.3 -2.0 -2.4
C 1.060021 -0.680318 4.861787 0.3 -0.2 0.2
N -0.002678 0.002410 4.064556 0.4 -0.4 4.7
C -1.059733 0.680742 4.859628 -0.4 0.2 0.3
C -0.011563 -0.001337 2.802777 -0.4 0.7 -0.8
N -0.087380 0.117090 1.666483 -0.7 1.2 1.3
H 0.880400 -0.565286 5.962771 -0.1 0.0 -1.2
H 2.043735 -0.243965 4.641856 -0.3 -0.2 0.0
H 1.072373 -1.757003 4.641841 0.0 0.3 0.0
H -1.071693 1.755769 4.640283 0.0 -0.3 0.0
H -2.042718 0.244511 4.640946 0.2 0.2 0.0
H -0.880563 0.565561 5.960285 0.1 -0.1 -1.2